Entry from OMol25: a structure of composition C4H2BiO5 in a non-equilibrium geometry (the ωB97M-V functional and the def2-TZVPD basis).

Values from the calculation:
calculated total energy	-20233.33738	eV
energy above the lowest of the compared OMol25 structures with the same formula, charge and spin	2.728	eV
<S²>	0.752
HOMO energy (spin up / spin down)	-17.593 / -17.593	eV
frontier orbital gap (spin up / spin down)	6.72 / 6.36	eV

ORCA input file:
```
! wB97M-V def2-TZVPD RIJCOSX def2/J DEFGRID3
* xyz 2 2
C 3.27400 -0.94317 0.08717
O 3.90274 -1.89917 0.20002
O 2.62969 0.01896 -0.04835
O 0.34011 1.87678 0.08807
C -0.66077 1.22609 0.29372
O -0.81104 0.03408 -0.25620
Bi 2.08531 2.00067 -1.06968
H -1.50176 1.57390 0.91404
O -3.21354 -0.40271 -1.31598
C -2.29503 -0.63674 -0.61424
C -2.03099 -0.92047 0.71463
H -1.71872 -1.92823 1.00680
*
```

natural (NBO) atomic charge list, values in e, 8 entries: C 1.107; O -0.306; O -0.705; O -0.749; C 0.781; O -0.552; Bi 1.704; H 0.232


Entry from OMol25: a structure of composition C42H31GeN6O2SeTi (the ωB97M-V functional and the def2-TZVPD basis).

Values from the calculation:
calculated total energy	-202070.53484	eV
energy above the lowest of the compared OMol25 structures with the same formula, charge and spin	2.735	eV
<S²>	0.772
HOMO energy (spin up / spin down)	-5.830 / -7.242	eV
frontier orbital gap (spin up / spin down)	5.31 / 6.68	eV

ORCA input file:
```
! wB97M-V def2-TZVPD RIJCOSX def2/J DEFGRID3
* xyz 0 2
Ti 0.00329 0.44738 -0.39470
O -1.45371 1.58639 -0.41465
C -1.82193 0.43242 0.33980
N -1.59811 -0.73946 -0.37595
C -2.22778 -0.89622 -1.63793
C -3.50887 -1.39882 -1.77483
C -4.05089 -1.55148 -3.04561
C -3.29721 -1.21478 -4.15867
C -2.00122 -0.72306 -4.03215
C -1.45969 -0.55672 -2.75845
N -0.17616 -0.07521 -2.41102
C 0.78210 0.09360 -3.33919
O 0.72530 -0.04065 -4.55507
C 2.10627 0.47543 -2.71281
C 3.20791 0.69481 -3.52005
C 4.42234 0.98215 -2.92065
C 4.48337 1.02880 -1.53695
C 3.33057 0.80951 -0.80719
N 2.14907 0.54021 -1.37348
C -2.92046 0.61900 1.27441
C -3.81924 1.67371 1.04278
C -4.89357 1.86083 1.87541
C -5.06933 1.00721 2.97121
C -4.15818 0.01364 3.17280
N -3.11234 -0.20578 2.33962
H -4.06569 -1.67577 -0.88675
H -5.05505 -1.93867 -3.16355
H -3.71717 -1.33680 -5.14894
H -1.42004 -0.46751 -4.90142
H 3.07519 0.62406 -4.58946
H 5.30596 1.16016 -3.51930
H 5.40625 1.24026 -1.01607
H 3.35624 0.84843 0.27252
H -3.62832 2.30711 0.19124
H -5.59471 2.66291 1.68717
H -5.88430 1.13063 3.66843
H -4.21059 -0.61779 4.04864
Se 2.11779 -0.02834 2.54734
N 1.17754 0.95624 1.29227
C 1.58655 2.25489 1.44982
C 1.10664 3.34136 0.70526
C 1.59713 4.61190 0.95074
C 2.55508 4.83272 1.94828
C 3.03068 3.78495 2.70607
C 2.55927 2.47752 2.47286
N 2.97135 1.40730 3.18092
H 0.33073 3.19889 -0.03839
H 1.22589 5.44549 0.36876
H 2.91773 5.83643 2.12782
H 3.76295 3.93608 3.48809
C -3.39578 -4.37099 6.25427
C -2.07735 -3.94132 6.27934
C -1.64626 -2.98650 5.37094
C -2.51121 -2.43019 4.42560
C -3.82484 -2.89323 4.40309
C -4.26471 -3.84985 5.30605
Ge -1.62512 -1.21772 3.15704
C -0.92302 0.28043 4.15550
C -0.73851 1.52295 3.55509
C -0.31687 2.61096 4.30803
C -0.08858 2.46853 5.66850
C -0.29362 1.24163 6.27670
C -0.71322 0.15423 5.52586
C -0.73816 -2.49860 1.96342
C -1.29286 -3.77495 1.99499
C -0.78704 -4.82492 1.23701
C 0.32127 -4.62930 0.43809
C 0.88908 -3.36175 0.38210
C 0.36066 -2.31976 1.12330
H -3.73953 -5.11498 6.96070
H -1.38275 -4.35457 6.99886
H -0.59933 -2.70054 5.38758
H -4.52666 -2.54810 3.65003
H -5.28984 -4.19424 5.25969
H -0.88015 1.65951 2.49838
H -0.14772 3.56243 3.82105
H 0.25429 3.31376 6.25115
H -0.12180 1.12390 7.33884
H -0.87820 -0.79568 6.02163
H -2.14510 -3.98049 2.62473
H -1.26383 -5.79508 1.28358
H 0.73031 -5.44128 -0.14772
H 1.73511 -3.17128 -0.26574
H 0.83344 -1.36916 0.89538
*
```

Löwdin atomic charge list, values in e, 8 entries: Ti 1.049; O -0.194; C -0.513; N -0.024; C -0.229; C -0.030; C -0.105; C -0.096


Entry from OMol25: a structure of composition C23H37F2IN2O3S in a non-equilibrium geometry (the ωB97M-V functional and the def2-TZVPD basis).

Values from the calculation:
calculated total energy	-57928.04079	eV
energy above the lowest of the compared OMol25 structures with the same formula, charge and spin	0.000	eV
HOMO energy	-5.632	eV
frontier orbital gap	4.86	eV

ORCA input file:
```
! wB97M-V def2-TZVPD RIJCOSX def2/J DEFGRID3
* xyz 0 1
C -3.81269 1.93495 2.15179
C -3.51201 1.11794 0.98732
C -2.66503 -0.26205 1.15376
C -1.15247 -0.13183 0.51498
C -1.06098 0.90574 -0.72873
C -0.48592 2.34910 -0.36767
C 1.00926 2.72798 -0.20405
C 1.43781 4.20240 0.12430
C 0.40761 5.36663 0.29488
C -1.08441 5.00093 0.10883
C -2.25437 6.12168 0.21045
C -1.51116 3.53201 -0.19723
N -0.37794 0.57247 1.62769
C 0.11163 -0.38474 2.64465
C 0.89258 0.35181 3.86457
C 1.15502 -1.37916 1.96570
N 0.96764 -1.57183 0.45977
F 1.62309 -0.56721 -0.22724
C 1.70958 -2.83176 0.12960
C 3.27720 -2.84786 0.41243
C 4.19542 -2.21709 -0.76168
C 3.99832 -2.90429 -2.19887
S 3.71937 -1.51659 -3.42212
O 3.99275 -1.93054 -4.84474
O 4.70255 -0.39258 -3.11084
O 2.19229 -0.83994 -3.32066
C -0.51405 -1.59849 0.18062
C -0.94782 -2.21150 -1.21587
F -0.84389 -3.67463 -1.28022
C -2.44242 -1.92111 -1.70714
C -2.63582 -2.81540 -3.06489
H -4.87481 2.17048 2.49785
H -2.88430 2.35925 2.69484
H -3.86647 1.51672 -0.02088
H -3.25676 -1.16832 0.76006
H -2.60733 -0.40978 2.29619
H -0.30966 0.44145 -1.48240
H -2.03011 1.04582 -1.30898
H 1.82652 1.93953 -0.34170
H 2.54563 4.45013 0.24706
H 0.69584 6.44316 0.54123
H -1.86241 7.02648 -0.37717
H -3.16430 5.73718 -0.39064
H -2.52174 6.35239 1.29334
H -2.63158 3.35535 -0.33431
H -0.98140 1.25601 2.10530
H -0.71027 -1.01443 3.14139
H 0.33390 1.28176 4.24131
H 1.99260 0.57257 3.61551
H 0.90063 -0.38460 4.75909
H 2.19845 -0.88802 2.05902
H 1.16039 -2.36375 2.53816
H 1.23519 -3.67001 0.76784
H 1.58101 -3.18202 -0.96575
H 3.63177 -2.38610 1.38870
H 3.58526 -3.96428 0.46711
H 5.28597 -2.42172 -0.44405
H 4.03512 -1.08925 -0.73611
H 4.98756 -3.39705 -2.53298
H 3.20433 -3.72141 -2.24448
H 2.21152 -0.12515 -2.62936
H -0.96157 -2.29214 0.99668
H -0.23070 -1.78991 -2.02259
H -3.23486 -2.35125 -0.98210
H -2.65495 -0.85250 -2.03021
H -2.86000 -3.91293 -2.78288
H -3.55437 -2.46088 -3.65577
H -1.68673 -2.83301 -3.70724
I -4.61851 -1.45481 2.39955
*
```

natural (NBO) atomic charge list, values in e, 8 entries: C -0.431; C -0.172; C -0.609; C 0.179; C -0.464; C 0.007; C -0.237; C -0.211


Entry from OMol25: a structure of composition C32H28N7S3Ti in a non-equilibrium geometry (the ωB97M-V functional and the def2-TZVPD basis).

Values from the calculation:
calculated total energy	-99692.93878	eV
energy above the lowest of the compared OMol25 structures with the same formula, charge and spin	0.979	eV
<S²>	2.034
HOMO energy (spin up / spin down)	-2.766 / -4.932	eV
frontier orbital gap (spin up / spin down)	5.20 / 6.65	eV

ORCA input file:
```
! wB97M-V def2-TZVPD RIJCOSX def2/J DEFGRID3
* xyz -1 3
Ti 0.71452 -0.07483 -0.97866
N -2.06769 -0.03442 -4.44843
C -1.31771 -0.19174 -3.30978
S 0.38771 -0.37339 -3.51843
N -1.99056 -0.20942 -2.19339
N -1.25766 -0.36591 -1.05374
C -1.92153 -0.68193 0.05617
C -3.37653 -0.94925 0.08798
C -3.82832 -2.21565 0.46360
C -5.18410 -2.49927 0.50075
C -6.10721 -1.51941 0.16339
C -5.66542 -0.25910 -0.21477
C -4.30965 0.02410 -0.25858
C -1.10271 -0.91281 1.19162
C -1.58786 -1.15393 2.49527
C -0.70274 -1.42939 3.50066
C 0.67459 -1.46504 3.21386
C 1.08682 -1.15556 1.94334
N 0.24057 -0.86034 0.94522
H -1.58214 0.33435 -5.24572
H -3.02040 0.26199 -4.31233
H -3.10065 -2.97592 0.72333
H -5.52152 -3.48815 0.78658
H -7.16764 -1.73807 0.19066
H -6.38451 0.50635 -0.47983
H -3.95984 1.00116 -0.56611
H -2.65222 -1.11609 2.67882
H -1.05463 -1.61366 4.50784
H 1.39785 -1.69287 3.98349
H 2.13842 -1.11681 1.69115
S 3.46167 -0.77283 -1.77794
C 2.57614 -2.14740 -1.45522
N 1.27626 -2.14690 -1.24461
C 0.74010 -3.40972 -1.12299
C -0.61295 -3.72475 -1.01896
C -0.99207 -5.05137 -0.90324
C -0.04438 -6.07213 -0.89681
C 1.30458 -5.77685 -1.02876
C 1.68525 -4.45051 -1.15164
S 3.28030 -3.78546 -1.39907
H -1.34925 -2.93290 -1.05664
H -2.04417 -5.30038 -0.83547
H -0.35946 -7.10372 -0.80068
H 2.05039 -6.56174 -1.04664
C 3.28484 4.07930 1.23101
C 3.43621 2.64701 1.76251
C 2.92166 2.57840 3.20692
C 4.91315 2.23275 1.72045
C 2.65001 1.72973 0.92391
C 2.00815 0.96138 0.23364
H 3.88729 4.77581 1.82156
H 2.24198 4.39600 1.27616
H 3.60585 4.13376 0.19003
H 3.50440 3.24325 3.85111
H 2.99825 1.56013 3.59262
H 1.87395 2.87974 3.25099
H 5.52015 2.90696 2.33129
H 5.28249 2.25872 0.69457
H 5.03298 1.21499 2.09544
N 0.56983 7.21721 -1.00139
C 0.47505 6.06598 -1.09462
C 0.36177 4.67067 -1.21154
C -0.42736 3.89994 -0.31592
C -0.44886 2.54448 -0.42032
N 0.26515 1.83778 -1.35333
C 0.99883 2.58408 -2.23616
C 1.07554 3.94189 -2.20243
H -0.99858 4.39367 0.45861
H -1.02739 1.95513 0.28165
H 1.55872 2.02285 -2.97034
H 1.68630 4.47008 -2.92170
*
```

Löwdin atomic charge list, values in e, 8 entries: Ti 0.717; N 0.050; C -0.846; S 0.657; N 0.019; N -0.118; C -0.228; C -0.179